Density functional theory data (ωB97M-V/def2-TZVPD) for a molecular structure, C5H10O.

## Properties
2S+1: 1
Frontier orbital gap, eV: 9.42
Relative energy (zero: lowest compared OMol25 entry of this formula, charge and spin), kJ/mol: 494.7
Charge: 0

Geometry (Å):
C (1.53890, -0.06682, 1.12913)
C (1.01927, 0.01952, -0.28585)
C (0.12362, -1.09068, -0.87161)
C (-0.35987, 0.31570, -0.76141)
C (-1.60399, 0.47851, 0.71131)
O (-0.77866, 1.14869, -1.67926)
H (2.41170, -0.72855, 1.16875)
H (1.85076, 0.91885, 1.49140)
H (0.79177, -0.46338, 1.82419)
H (1.73051, 0.44547, -0.99439)
H (0.30582, -1.44840, -1.88163)
H (-0.20966, -1.85089, -0.17036)
H (-2.68179, 0.52874, 0.49002)
H (-1.31333, 1.27219, 1.40098)
H (-1.42214, -0.50680, 1.13103)
H (-1.45543, 0.98694, -0.49193)

***

Density functional theory data (ωB97M-V/def2-TZVPD) for a gas-phase ion, C4H10N3O (charge +1) in a non-equilibrium geometry.

## Properties
2S+1: 3
Expectation value of S²: 2.007
Frontier orbital gap (spin up / spin down), eV: 6.53 / 6.45
Relative energy (zero: lowest compared OMol25 entry of this formula, charge and spin), kJ/mol: 283.4
Charge: +1

Geometry (Å):
C (-0.11059, 0.88583, 1.40187)
C (-0.89099, -0.08357, -1.67438)
C (0.29758, -0.87288, -1.87092)
C (-0.23633, -0.71220, -0.44670)
N (-1.42120, 1.24062, 1.31747)
N (0.52346, -0.03184, 0.48525)
N (1.78396, -0.50548, 0.81881)
O (0.57494, 1.34913, 2.42214)
H (-0.82597, 0.98282, -1.68507)
H (-1.91320, -0.37763, -1.99064)
H (0.07918, -1.80477, -2.30369)
H (1.11908, -0.26544, -2.10054)
H (-0.64379, -1.68905, -0.22204)
H (-2.01814, 0.88649, 0.51342)
H (-1.83492, 1.64271, 2.14179)
H (1.51427, 1.13618, 2.28035)
H (2.42387, -0.30022, 0.02703)
H (1.57880, -1.48071, 0.88586)

***

Density functional theory data (ωB97M-V/def2-TZVPD) for a single C2H5N5O3 molecule in a non-equilibrium geometry.

## Properties
SMILES: CN(N=O)/C(N)=N\[N+](=O)[O-]
2S+1: 1
Frontier orbital gap, eV: 9.54
Relative energy (zero: lowest compared OMol25 entry of this formula, charge and spin), kJ/mol: 241.4
Charge: 0

Geometry (Å):
C (0.22654, 1.34447, -0.93478)
N (0.16641, 0.58782, 0.38178)
N (0.01498, 1.28128, 1.49417)
O (-0.20644, 2.49551, 1.30644)
C (0.21286, -0.80612, 0.56553)
N (0.52943, -1.19195, 1.80130)
N (0.03357, -1.74355, -0.28140)
N (-0.69082, -1.35061, -1.35399)
O (-1.81325, -0.83843, -1.25983)
O (-0.26165, -1.75834, -2.38165)
H (-0.70630, 1.78134, -1.27867)
H (0.94855, 2.20910, -0.79539)
H (0.66802, 0.68013, -1.72482)
H (0.37580, -2.22270, 1.95871)
H (0.50232, -0.46793, 2.50259)

***

- Among the records above, which one has the highest relative energy (zero: lowest compared OMol25 entry of this formula, charge and spin)?
  C5H10O

***

- Which formula does entry 1 have?
  C5H10O